Record 1
9
Properties=species:S:1:pos:R:3:mulliken_spin:R:1 method="wB97M-V/def2-TZVPD" multiplicity=2 charge=+1 s_squared=0.755 lumo_ev="-4.93 / -8.74"
H 1.611 -1.193 0.661 0.023
C 1.626 -0.188 0.277 -0.041
C -1.329 0.090 0.842 -0.043
H -0.991 -0.527 1.726 0.013
S -0.177 0.067 -0.733 0.992
H 2.491 -0.189 -0.319 -0.004
H -2.345 -0.123 0.470 0.003
H -1.326 1.154 1.264 0.045
H 1.610 0.388 1.211 0.011

Record 2
10
Properties=species:S:1:pos:R:3:mulliken_charge:R:1 method="wB97M-V/def2-TZVPD" charge=0 smiles="COC(=S)C=O" lumo_ev=-0.47
S 0.019 1.418 -0.032 -0.296
H 2.372 0.752 -0.401 0.358
C -1.435 -0.842 -0.035 0.010
C 0.024 -0.184 -0.019 0.444
H 2.526 -0.511 1.386 0.280
C 2.311 -0.363 0.144 -0.619
O -2.479 -0.333 0.114 -0.381
H -1.112 -1.879 0.006 0.286
O 0.906 -1.100 -0.192 -0.305
H 3.090 -1.248 -0.383 0.224